[1]
{"formula": "C18H28NO4S4Se2Y", "method": "ωB97M-V with the def2-TZVPD basis set", "total_charge": -2, "spin_multiplicity": 1, "relative_energy_kj_mol": 0.0, "orbital_gap_ev": 5.24, "homo_ev": -1.1, "symbols": ["Y", "O", "N", "C", "C", "C", "C", "C", "S", "H", "H", "H", "H", "O", "C", "C", "C", "O", "C", "Se", "C", "Se", "H", "H", "H", "H", "H", "H", "H", "H", "H", "H", "C", "C", "S", "C", "C", "S", "H", "H", "H", "H", "H", "H", "O", "S", "C", "C", "C", "C", "H", "H", "H", "H", "H", "H", "H", "H"], "positions_angstrom": [[0.2818, 0.2523, -0.2244], [-0.8121, 0.3005, 1.7837], [-1.3009, 1.0414, 2.7506], [-0.6384, 0.9846, 3.9296], [-1.0248, 1.7170, 5.0158], [-2.1384, 2.5569, 4.8699], [-2.8076, 2.5902, 3.6790], [-2.4453, 1.7897, 2.5579], [-3.3166, 1.7450, 1.1159], [0.2193, 0.3284, 3.9034], [-0.4689, 1.6391, 5.9391], [-2.4673, 3.1789, 5.6947], [-3.6641, 3.2332, 3.5354], [1.4859, -1.0054, 1.7902], [2.7742, -1.6184, 1.7798], [3.0080, -2.5618, 0.5925], [3.9532, -3.6509, 1.1077], [4.4683, -4.5165, 0.0900], [3.6921, -1.8033, -0.5571], [2.9552, -0.0352, -1.0557], [1.6899, -3.1978, 0.1297], [0.6234, -4.1011, 1.5513], [0.8561, -1.7430, 1.9673], [2.8988, -2.1700, 2.7180], [3.5003, -0.8057, 1.7449], [3.4201, -4.2369, 1.8620], [4.8257, -3.1826, 1.5730], [3.7007, -4.9178, -0.3314], [3.7100, -2.4191, -1.4546], [4.7291, -1.6101, -0.2726], [1.8885, -3.9196, -0.6662], [1.0492, -2.4368, -0.3151], [1.0741, 2.3739, -4.3686], [0.6226, 2.1503, -2.9343], [-0.4431, 0.7470, -2.7172], [0.9817, 2.9957, -1.9501], [1.8392, 4.2122, -2.2035], [0.4770, 2.8581, -0.2533], [0.7340, 1.5505, -4.9931], [2.1645, 2.4266, -4.4459], [0.6641, 3.3035, -4.7816], [1.8773, 4.4889, -3.2596], [2.8645, 4.0372, -1.8592], [1.4493, 5.0587, -1.6336], [-1.3652, -1.4052, -0.3903], [-2.5695, -1.4971, 0.5466], [-2.8985, -3.2770, 0.6862], [-4.3484, -3.4915, 0.2669], [-4.5653, -2.5705, -0.9345], [-4.0064, -1.2145, -0.5197], [-2.6535, -3.5871, 1.6987], [-2.1776, -3.7480, 0.0163], [-5.0278, -3.2067, 1.0765], [-4.5375, -4.5399, 0.0295], [-5.6173, -2.4970, -1.2176], [-4.0118, -2.9538, -1.7947], [-4.7045, -0.6238, 0.0764], [-3.6376, -0.5916, -1.3348]], "forces_ev_per_angstrom": [[0.2, -0.2, 0.6], [-0.1, 0.1, -0.2], [0.0, 0.0, 0.0], [0.0, 0.1, 0.0], [0.0, 0.0, 0.0], [0.0, 0.0, 0.0], [-0.1, 0.0, -0.1], [0.1, 0.0, 0.2], [0.0, 0.1, 0.0], [0.0, 0.0, -0.1], [0.0, 0.0, 0.0], [0.0, 0.0, 0.0], [0.0, 0.0, 0.0], [0.0, -0.1, -0.2], [-0.1, 0.0, 0.1], [0.0, 0.0, -0.1], [0.1, 0.0, 0.0], [-0.1, 0.0, 0.0], [-0.1, 0.1, 0.0], [0.3, -0.1, -0.1], [-0.1, -0.1, 0.2], [0.1, 0.1, -0.1], [0.0, 0.0, 0.1], [0.0, 0.0, 0.0], [0.0, 0.0, 0.0], [0.0, 0.0, 0.0], [0.1, 0.0, -0.1], [0.0, 0.0, 0.0], [0.0, 0.0, 0.0], [0.0, -0.1, 0.0], [0.0, 0.0, 0.0], [0.0, 0.0, -0.1], [0.1, 0.0, 0.1], [-0.2, -0.1, -0.1], [-0.2, 0.1, -0.2], [-0.1, 0.1, 0.1], [0.1, -0.1, -0.1], [0.0, 0.3, 0.0], [0.0, 0.0, 0.0], [0.0, 0.0, 0.0], [0.0, 0.0, 0.0], [0.0, 0.0, 0.0], [0.0, 0.0, 0.0], [0.0, 0.0, 0.0], [-0.2, 0.1, 0.3], [0.4, -0.1, 0.0], [-0.1, -0.1, -0.1], [0.0, 0.0, -0.1], [0.0, 0.0, 0.0], [0.0, 0.0, -0.1], [0.0, 0.0, 0.0], [0.0, 0.0, 0.0], [0.0, 0.0, 0.0], [0.0, 0.0, 0.0], [0.0, 0.0, 0.0], [0.0, 0.0, 0.0], [0.0, 0.0, 0.0], [0.0, 0.0, 0.0]], "nbo_charge": [1.542, -0.682, 0.014, 0.030, -0.305, -0.203, -0.256, 0.035, -0.302, 0.241, 0.208, 0.198, 0.220, -0.785, -0.062, -0.169, -0.064, -0.742, -0.524, -0.452, -0.519, -0.686, 0.514, 0.171, 0.197, 0.194, 0.156, 0.464, 0.202, 0.192, 0.187, 0.190, -0.645, -0.162, -0.450, -0.178, -0.638, -0.436, 0.218, 0.202, 0.186, 0.188, 0.209, 0.205, -1.018, 1.322, -0.615, -0.410, -0.411, -0.614, 0.250, 0.269, 0.192, 0.210, 0.202, 0.210, 0.239, 0.273]}


[2]
{"formula": "C18H28NO5P2V", "method": "ωB97M-V with the def2-TZVPD basis set", "total_charge": 2, "spin_multiplicity": 3, "relative_energy_kj_mol": 0.0, "orbital_gap_ev": [5.76, 4.40], "homo_ev": [-13.0, -13.0], "s2": 2.136, "symbols": ["V", "P", "C", "C", "N", "C", "C", "C", "C", "C", "P", "H", "H", "H", "H", "H", "H", "H", "H", "O", "H", "H", "O", "H", "C", "H", "H", "H", "C", "H", "H", "H", "C", "H", "H", "H", "C", "H", "H", "H", "O", "C", "C", "C", "C", "C", "C", "C", "O", "O", "H", "H", "H", "H", "H"], "positions_angstrom": [[-0.3182, -0.1417, 0.1587], [2.0587, -0.6745, 0.1870], [2.1425, -0.9307, -1.5645], [0.9678, -1.3498, -2.2585], [-0.2535, -0.9929, -1.7226], [-1.4023, -1.3684, -2.3055], [-1.3956, -2.2244, -3.4018], [-0.1795, -2.6203, -3.9745], [0.9968, -2.1386, -3.4294], [-2.6854, -0.8362, -1.6881], [-2.3775, 0.7446, -0.8015], [1.9752, -2.3726, -3.8355], [-2.3586, -2.5640, -3.7924], [-0.1601, -3.2827, -4.8375], [-3.4266, -0.6503, -2.4777], [-3.1165, -1.5526, -0.9621], [2.2860, 1.0663, -2.1068], [3.1025, -1.0026, -2.1007], [1.0961, 2.5580, -1.2310], [2.3507, 2.0088, -2.2988], [2.0068, 2.1314, -3.1967], [0.0307, 1.6355, -0.0623], [0.2114, 2.7361, -0.7825], [0.4981, 3.4168, -0.1311], [-2.4693, 1.9641, -2.1431], [-3.4263, 1.8442, -2.6687], [-2.4070, 2.9753, -1.7182], [-1.6458, 1.8197, -2.8552], [-3.8539, 1.0069, 0.2037], [-3.6496, 1.8483, 0.8785], [-4.7255, 1.2312, -0.4239], [-4.0436, 0.1114, 0.8088], [2.3287, -2.4015, 0.7312], [3.3914, -2.6582, 0.5962], [2.0201, -2.4663, 1.7802], [1.7047, -3.0652, 0.1129], [3.5555, 0.2330, 0.6870], [3.3996, 0.5341, 1.7326], [4.4398, -0.4178, 0.6285], [3.7100, 1.1315, 0.0737], [-0.7979, 2.0874, 4.5474], [-0.8544, 0.8232, 5.0151], [-0.9728, 0.6277, 6.4001], [-0.9918, -0.6700, 6.9023], [-0.9202, -1.7809, 6.0527], [-0.8149, -1.5896, 4.6796], [-0.7736, -0.3019, 4.1553], [-0.6567, -0.1268, 2.6991], [-0.7477, -1.1528, 1.9510], [-0.4633, 1.0578, 2.1822], [-0.6592, 2.0193, 3.5691], [-1.0373, 1.5029, 7.0362], [-1.0913, -0.8069, 7.9764], [-0.9319, -2.7914, 6.4608], [-0.7566, -2.4343, 3.9952]], "forces_ev_per_angstrom": [[-1.0, -0.2, 3.1], [0.9, 0.1, 0.0], [0.5, -0.3, -1.3], [-0.4, -0.2, -0.3], [0.5, -0.1, 0.2], [-0.1, -0.1, 0.2], [-0.2, -0.2, -0.4], [-0.4, 0.2, 0.2], [0.5, 0.3, 0.4], [-0.1, -0.3, -0.2], [-0.4, 0.2, -0.3], [-0.2, -0.1, -0.1], [0.4, 0.1, 0.0], [0.0, 0.2, 0.2], [0.1, -0.3, 0.2], [0.2, 0.2, -0.4], [0.1, -0.2, -0.3], [-0.4, -0.1, 0.3], [-0.4, -0.1, -0.5], [-0.4, 0.4, 0.2], [0.2, 0.0, 0.1], [-0.1, -0.2, -0.7], [1.4, 0.5, 1.0], [-0.6, -0.1, -0.2], [0.1, 0.2, 0.0], [0.2, 0.1, 0.1], [0.0, -0.3, -0.2], [-0.2, 0.1, 0.2], [0.0, 0.1, 0.3], [-0.2, -0.2, -0.1], [0.2, -0.1, 0.2], [0.0, 0.2, -0.1], [-0.2, 0.0, 0.1], [-0.4, 0.1, 0.1], [0.2, -0.2, -0.2], [0.2, 0.1, 0.4], [-0.1, 0.1, 0.2], [0.2, 0.0, -0.3], [-0.3, 0.2, 0.0], [-0.1, -0.2, 0.2], [0.0, -0.5, -0.5], [0.2, 0.0, 0.2], [0.0, -0.4, -0.5], [-0.2, 0.5, -0.2], [0.1, -0.2, -0.5], [-0.1, -0.6, 0.9], [0.0, 0.9, -0.7], [0.0, 1.5, 1.9], [0.4, 0.7, -2.5], [-0.1, -2.3, -1.2], [-0.1, 0.3, 0.7], [0.0, -0.1, 0.0], [0.1, -0.1, -0.2], [0.0, 0.3, -0.1], [0.0, 0.2, 0.2]], "nbo_charge": [1.053, 0.864, -0.485, 0.144, -0.592, 0.280, -0.199, -0.100, -0.176, -0.769, 0.947, 0.254, 0.260, 0.267, 0.276, 0.286, 0.476, 0.262, 0.531, -0.929, 0.505, 0.261, -0.893, 0.529, -0.924, 0.262, 0.275, 0.251, -0.938, 0.275, 0.270, 0.269, -0.893, 0.267, 0.275, 0.254, -0.923, 0.276, 0.271, 0.268, -0.648, 0.384, -0.274, -0.118, -0.252, -0.133, -0.268, 0.768, -0.744, -0.753, 0.504, 0.247, 0.237, 0.236, 0.228]}


[3]
{"formula": "C18H29Cl2O9P2", "method": "ωB97M-V with the def2-TZVPD basis set", "total_charge": -1, "spin_multiplicity": 1, "orbital_gap_ev": 5.36, "homo_ev": -6.0, "symbols": ["C", "C", "C", "C", "C", "C", "C", "C", "C", "C", "C", "C", "C", "C", "Cl", "C", "O", "C", "P", "P", "O", "O", "O", "C", "C", "O", "H", "H", "H", "H", "H", "H", "H", "H", "H", "H", "H", "H", "H", "H", "H", "H", "H", "H", "H", "H", "H", "H", "H", "H", "H", "H", "H", "H", "H", "O", "Cl", "O", "O", "O"], "positions_angstrom": [[0.5424, 5.4445, -1.0200], [-0.8970, 4.6407, -0.9206], [-0.7248, 2.9842, -1.0620], [-2.2605, 2.3832, -1.0664], [-2.3595, 0.7598, -0.8608], [-2.0573, 0.2553, 0.6921], [-1.3783, -1.2354, 0.5739], [-1.9840, -2.3592, 1.5982], [-1.1795, -2.5340, 3.0126], [0.4537, -2.5230, 2.9024], [1.2866, -3.5671, 2.1894], [0.5951, -4.8724, 1.4803], [1.0533, -5.1511, -0.0686], [0.7352, -3.8829, -1.1008], [2.8047, -5.7801, -0.2522], [2.9296, -3.2533, 2.2044], [3.8695, -4.1845, 2.3943], [3.3086, -1.6353, 2.0138], [4.7228, -0.9687, 0.9186], [3.9069, 0.5892, -0.4427], [4.9327, 1.8145, -0.6184], [3.5065, -0.0752, -2.0380], [2.4223, 1.2993, 0.1532], [2.4836, -0.5965, 2.7522], [1.2272, -1.2413, 3.6486], [0.8442, -0.7789, 4.8434], [0.4230, 6.5818, -0.6933], [1.2934, 4.9193, -0.2583], [0.9189, 5.3677, -2.1276], [-1.6756, 5.0054, -1.7274], [-1.3672, 4.8806, 0.1377], [-0.0993, 2.6416, -0.1336], [-0.1254, 2.7737, -2.0588], [-2.6866, 2.6041, -2.1595], [-2.9878, 2.9298, -0.3269], [-1.6316, 0.2712, -1.6546], [-3.4614, 0.4240, -1.1068], [-3.0207, 0.3022, 1.3701], [-1.2441, 1.0207, 1.1120], [-1.6281, -1.6220, -0.5278], [-0.2175, -1.0964, 0.6050], [-2.1415, -3.3681, 1.0084], [-3.0828, -1.9897, 1.8837], [-1.5725, -1.7246, 3.7840], [-1.5186, -3.5871, 3.4614], [-0.5774, -4.8442, 1.4957], [0.9066, -5.8322, 2.1130], [0.3602, -6.0392, -0.4637], [1.6217, -3.1178, -1.1477], [0.5775, -4.3905, -2.1686], [-0.2977, -3.3955, -0.8225], [5.1840, -1.9956, -0.0152], [2.5184, -0.2853, -2.0152], [1.6796, 0.6264, 0.2005], [2.6806, 0.5568, 2.7017], [-3.4468, 4.4240, -5.5746], [-3.5225, 5.3702, -4.4785], [-2.6453, 4.9399, -3.4070], [-4.8861, 5.4357, -3.9897], [-3.1118, 6.6811, -4.9423]], "forces_ev_per_angstrom": [[-0.6, -0.5, 0.4], [0.0, 0.1, 0.3], [-0.7, 1.6, 0.5], [0.0, -0.5, -1.4], [-0.6, 0.6, 0.3], [1.2, 0.6, -1.0], [-0.8, 0.0, -0.8], [-0.5, 0.7, -0.2], [-0.2, -0.9, 0.5], [2.1, -1.8, -1.4], [-1.9, 3.4, 1.8], [1.2, -0.7, 0.5], [-2.1, 0.2, -0.6], [0.0, -1.3, -0.4], [-1.7, 0.8, 0.2], [2.8, -3.2, 0.8], [-5.8, 6.0, -1.3], [-3.4, 2.1, 1.9], [0.1, -0.5, 1.0], [0.5, 5.6, -3.1], [-3.8, -5.4, 0.9], [-1.3, 0.7, 3.5], [1.6, -2.9, -0.9], [1.2, -4.1, -1.2], [-1.0, 1.4, 3.5], [2.3, -2.7, -7.5], [0.2, -2.5, -0.8], [-1.4, 1.2, -1.8], [-0.5, 0.3, 2.2], [1.9, -0.7, 1.7], [0.9, -0.6, -2.0], [-1.1, 0.4, -1.7], [-1.4, 0.2, 2.0], [0.9, -0.3, 2.4], [1.7, -0.9, -1.2], [-1.4, 0.8, 1.8], [2.2, 0.6, 0.3], [2.0, -0.2, -1.5], [-1.9, -1.7, -0.6], [0.5, 0.8, 2.4], [-2.0, -0.6, 0.2], [0.6, 1.9, 1.4], [2.4, -0.9, -0.6], [1.3, -1.6, -1.7], [0.9, 2.3, -0.9], [2.4, 0.4, 0.0], [-0.6, 2.1, -1.3], [1.7, 1.9, 1.0], [-1.8, -1.4, 0.2], [0.6, 1.3, 2.3], [2.2, -0.8, -0.3], [-1.0, 0.6, 0.6], [1.8, 0.4, -0.2], [1.1, 1.0, 0.0], [-0.4, -2.5, 0.2], [0.0, 0.1, 0.3], [-0.4, 0.3, -0.6], [-0.1, -0.1, -0.1], [0.3, -0.1, 0.0], [0.0, -0.3, 0.2]], "nbo_charge": [-0.634, -0.422, -0.423, -0.431, -0.406, -0.425, -0.424, -0.409, -0.472, -0.013, -0.079, -0.470, -0.168, -0.651, -0.077, 0.533, -0.509, -0.359, 0.248, 1.886, -0.991, -0.948, -0.947, -0.267, 0.519, -0.514, 0.210, 0.196, 0.217, 0.283, 0.175, 0.176, 0.214, 0.258, 0.211, 0.195, 0.209, 0.213, 0.205, 0.211, 0.196, 0.203, 0.227, 0.258, 0.232, 0.248, 0.253, 0.225, 0.225, 0.232, 0.232, 0.065, 0.492, 0.495, 0.283, -0.876, 2.542, -0.902, -0.876, -0.872]}


[4]
{"formula": "C18H29Cl3IN3O2", "method": "ωB97M-V with the def2-TZVPD basis set", "spin_multiplicity": 1, "orbital_gap_ev": 8.91, "homo_ev": -9.1, "symbols": ["C", "C", "C", "Cl", "C", "I", "C", "O", "N", "C", "Cl", "C", "C", "C", "C", "N", "C", "C", "C", "O", "C", "Cl", "H", "H", "H", "H", "H", "H", "H", "H", "H", "H", "H", "H", "H", "H", "H", "H", "H", "H", "H", "H", "H", "H", "C", "C", "C", "C", "N", "H", "H", "H", "H", "H", "H", "H"], "positions_angstrom": [[3.9567, 0.7275, 2.0620], [3.7755, -0.3421, 0.9702], [2.4328, -1.0807, 1.1474], [2.6127, -2.8253, 0.7983], [1.3367, -0.4588, 0.2685], [1.3679, -1.1118, -1.7753], [1.2068, 1.0786, 0.3167], [1.7047, 1.8369, -0.5026], [0.4138, 1.4995, 1.4434], [-0.4143, 0.3545, 1.8262], [0.1585, -0.0455, 3.5586], [-1.9222, 0.6120, 2.0074], [-2.5097, 1.6998, 1.1056], [-3.4058, 1.2434, -0.0515], [-4.4269, 0.1759, 0.3121], [-4.9212, 0.3295, 1.6892], [-6.0270, 1.3035, 1.7831], [-5.3323, -0.9509, 2.1779], [-4.9343, -1.2680, 3.5903], [-5.9596, -1.7579, 1.5147], [-0.0471, -0.8828, 0.9683], [-1.2067, -1.2547, -0.3032], [4.9730, 0.6837, 2.4212], [3.8220, 1.7073, 1.6237], [3.2840, 0.5904, 2.8970], [4.5494, -1.0897, 0.9944], [3.7417, 0.1457, 0.0073], [2.1500, -1.0464, 2.1868], [1.1466, 1.5332, 2.1499], [-2.0470, 0.9496, 3.0218], [-2.4292, -0.3378, 1.9439], [-3.0691, 2.4117, 1.6925], [-1.6998, 2.2711, 0.6707], [-2.7858, 0.9330, -0.8799], [-3.9533, 2.1110, -0.4078], [-3.9464, -0.7896, 0.2413], [-5.2196, 0.1583, -0.4311], [-6.9552, 0.8080, 2.0412], [-6.1191, 1.8850, 0.8796], [-5.8194, 1.9946, 2.5932], [-4.8038, -0.3448, 4.1429], [-3.9822, -1.7859, 3.6019], [-5.6745, -1.9004, 4.0507], [-0.0056, -1.6955, 1.6685], [5.8283, -0.9095, -6.0334], [4.4131, -1.2711, -5.5974], [3.7699, -0.2004, -4.7090], [4.5390, -0.0028, -3.4818], [5.1725, 0.1455, -2.5391], [6.4968, -0.8180, -5.1768], [6.2358, -1.6813, -6.6860], [5.8418, 0.0354, -6.5794], [4.4310, -2.2224, -5.0628], [3.7873, -1.4121, -6.4803], [2.7567, -0.4904, -4.4338], [3.7127, 0.7521, -5.2373]], "forces_ev_per_angstrom": [[0.3, -0.2, -0.7], [-0.9, -0.1, 0.5], [1.2, 0.7, -0.8], [-0.2, -0.1, 0.1], [-2.2, -1.1, 0.8], [1.3, 0.3, -0.2], [1.2, 1.2, -2.1], [-1.0, -1.3, 2.0], [0.5, -1.0, -0.7], [-0.3, -0.2, 1.1], [0.0, -0.3, -0.1], [0.4, 0.7, -0.2], [-0.1, -0.3, -0.8], [-0.2, 0.4, 0.4], [0.5, -0.1, -0.1], [-0.1, -0.4, -0.8], [0.5, 0.0, 1.1], [-0.8, -1.0, -0.2], [-0.1, 0.6, 0.0], [0.7, 0.8, 0.3], [0.8, 1.2, -1.0], [-1.4, -0.2, 0.9], [0.3, 0.1, 0.3], [-0.2, 0.4, 0.1], [-0.2, 0.0, 0.3], [0.4, 0.0, -0.1], [0.4, -0.1, -0.4], [-0.3, 0.0, 0.2], [-0.2, 0.9, 0.4], [-0.1, 0.1, 0.4], [-0.2, -0.2, -0.1], [-0.2, 0.1, 0.4], [0.2, 0.2, 0.0], [0.0, -0.3, -0.3], [0.0, 0.4, -0.1], [0.1, -0.3, 0.1], [-0.3, 0.0, -0.1], [-0.4, 0.0, -0.3], [-0.1, 0.0, -0.4], [0.0, 0.3, 0.2], [0.0, 0.1, 0.2], [0.3, -0.1, -0.1], [-0.2, -0.2, 0.2], [0.3, -0.7, -0.3], [0.0, 0.0, 0.0], [0.2, 0.0, -0.1], [0.1, -0.2, -0.1], [-0.2, 0.1, -0.2], [0.2, 0.0, 0.3], [0.0, 0.0, 0.0], [0.0, 0.0, 0.0], [0.0, 0.0, 0.0], [-0.1, 0.0, 0.0], [-0.1, 0.0, 0.0], [0.0, 0.1, 0.0], [0.0, 0.0, 0.0]], "nbo_charge": [-0.626, -0.435, -0.223, -0.041, -0.249, 0.210, 0.658, -0.495, -0.698, 0.253, -0.118, -0.457, -0.404, -0.406, -0.222, -0.539, -0.412, 0.733, -0.718, -0.555, -0.299, -0.009, 0.230, 0.219, 0.197, 0.232, 0.239, 0.236, 0.416, 0.237, 0.228, 0.213, 0.227, 0.216, 0.199, 0.207, 0.193, 0.201, 0.208, 0.196, 0.225, 0.243, 0.236, 0.257, -0.613, -0.379, -0.511, 0.304, -0.347, 0.218, 0.216, 0.203, 0.209, 0.207, 0.247, 0.244]}